# 1
C49H49AsF6N10O4PRbS | ωB97M-V/def2-TZVPD

Its spin multiplicity is 2. The HOMO energy is -0.162 Ha. The value obtained for the orbital gap is 5.45 eV. The charge is -1.

```
122
Properties=species:S:1:pos:R:3:lowdin_spin:R:1
Rb -0.7726 -0.1135 -1.3874 0.00
C 5.4377 -3.9253 1.8251 0.00
C 5.8992 -2.8039 2.5121 0.00
C 5.4825 -1.5224 2.1564 0.00
C 4.5878 -1.4146 1.1121 0.00
C 3.9651 -0.2572 0.4327 0.00
N 4.3218 0.9618 0.6883 0.00
C 3.9266 2.0212 -0.0594 0.00
C 4.6572 3.1782 -0.2587 0.00
C 5.9196 3.5896 0.2462 0.00
C 6.4342 4.7700 -0.1836 0.00
C 5.7464 5.5831 -1.1461 0.00
C 4.5512 5.2079 -1.6705 0.00
C 3.9690 3.9927 -1.2207 0.00
C 2.8075 3.3483 -1.6149 0.00
N 2.0153 3.7631 -2.6322 0.00
C 1.3723 2.9611 -3.4048 0.00
N 1.3802 1.5686 -3.3244 0.00
C 0.7476 1.1188 -4.3794 0.00
N 0.5229 -0.1793 -4.7521 0.00
C 0.9715 -1.1781 -4.0415 0.00
N 1.6577 -1.1512 -2.8649 0.00
C 1.9172 -2.4107 -2.5079 0.00
N 2.6048 -2.8580 -1.4657 0.00
C 3.1968 -2.0072 -0.6129 0.00
N 3.1008 -0.6886 -0.5459 0.00
C 4.1183 -2.5312 0.4348 0.00
C 4.5387 -3.8022 0.7675 0.00
C 1.3236 -3.3748 -3.4829 0.00
C 1.2612 -4.7501 -3.5290 0.00
C 0.5697 -5.3282 -4.5943 0.00
C -0.0305 -4.5396 -5.5723 0.00
C 0.0409 -3.1478 -5.5164 0.00
C 0.7252 -2.5900 -4.4587 0.00
C 0.2216 2.2171 -5.2252 0.00
C -0.5564 2.2319 -6.3611 0.00
C -0.9391 3.4739 -6.8633 0.00
C -0.5455 4.6515 -6.2336 0.00
C 0.2410 4.6248 -5.0836 0.00
C 0.6118 3.3908 -4.5941 0.00
N 2.7518 2.1599 -0.8414 0.00
H 5.7823 -4.9088 2.1204 0.00
H 6.5946 -2.9357 3.3318 0.00
H 5.8406 -0.6429 2.6765 0.00
H 6.4366 2.9639 0.9625 0.00
H 7.3886 5.1147 0.1956 0.00
H 6.2061 6.5126 -1.4589 0.00
H 4.0289 5.8059 -2.4062 0.00
H 4.1702 -4.6634 0.2244 0.00
H 1.7256 -5.3524 -2.7585 0.00
H 0.4907 -6.4062 -4.6599 0.00
H -0.5670 -5.0152 -6.3843 0.00
H -0.4280 -2.5212 -6.2643 0.00
H -0.8755 1.3072 -6.8243 0.00
H -1.5679 3.5274 -7.7430 0.00
H -0.8710 5.6037 -6.6346 0.00
H 0.5305 5.5364 -4.5762 0.00
N -4.8643 -1.1958 -1.6721 0.02
C -3.9590 -1.3461 -0.6752 0.03
O -2.8953 -1.9286 -0.8332 0.01
C -4.3411 -0.7675 0.6941 0.11
C -5.3344 0.3350 0.6776 0.70
H -4.4825 -1.2996 -2.6016 0.00
H -5.5041 -0.4208 -1.5796 0.01
H -3.3805 -0.4354 1.1026 0.02
H -4.6749 -1.6106 1.3027 0.00
H -6.3123 0.2236 1.1245 0.05
H -5.0883 1.2704 0.1906 0.04
O 1.1686 -0.6025 2.2347 0.00
H 1.5750 -0.5392 1.3615 0.00
H 0.2514 -0.3123 2.1024 0.00
O 0.6069 2.1244 -0.6912 0.00
N 1.6240 1.6153 -0.3137 0.00
F -2.9370 1.6553 -1.2638 0.00
P -3.2213 1.9989 -2.8457 0.00
F -4.7648 1.5460 -2.6362 0.00
F -1.6643 2.3915 -3.0096 0.00
F -3.5893 3.5054 -2.4458 0.00
F -2.8383 0.4411 -3.2141 0.00
F -3.4983 2.2902 -4.3956 0.00
C -4.2553 3.4149 7.2519 0.00
C -3.4812 3.1108 5.9962 0.00
C -2.7764 1.9174 5.8593 0.00
C -2.0821 1.6304 4.6937 0.00
C -2.0918 2.5433 3.6537 0.00
C -2.7990 3.7313 3.7609 0.00
C -3.4793 4.0136 4.9350 0.00
S -1.2331 2.1732 2.1238 0.00
C 0.4148 2.4756 2.7829 0.00
O -1.3522 0.6963 1.9083 0.00
H -4.0526 2.6781 8.0281 0.00
H -5.3287 3.4085 7.0507 0.00
H -4.0016 4.4013 7.6427 0.00
H -2.7745 1.2001 6.6721 0.00
H -1.5472 0.6941 4.5762 0.00
H -2.8250 4.4231 2.9266 0.00
H -4.0324 4.9419 5.0258 0.00
H 0.5837 1.8484 3.6565 0.00
H 0.4819 3.5348 3.0322 0.00
H 1.1249 2.2114 2.0028 0.00
C -3.0026 -5.0532 0.5437 0.00
C -2.9193 -4.2643 1.8521 0.00
As -1.3017 -3.1301 1.9111 0.00
C -1.4452 -2.5881 3.8078 0.00
C -2.7223 -1.7917 4.0760 0.00
C -0.0209 -4.6007 2.1896 0.00
C 1.4007 -4.0512 2.3071 0.00
H -3.9380 -5.6136 0.4739 0.00
H -2.1821 -5.7703 0.4664 0.00
H -2.9392 -4.3831 -0.3143 0.00
H -2.9225 -4.9373 2.7144 0.00
H -3.7813 -3.6026 1.9486 0.00
H -0.5594 -1.9822 4.0118 0.00
H -1.4026 -3.4751 4.4454 0.00
H -2.8217 -0.9612 3.3727 0.00
H -2.7366 -1.3791 5.0881 0.00
H -3.6045 -2.4267 3.9745 0.00
H -0.0951 -5.2668 1.3274 0.00
H -0.3146 -5.1708 3.0750 0.00
H 1.6777 -3.5247 1.3928 0.00
H 2.1335 -4.8452 2.4696 0.00
H 1.4906 -3.3350 3.1260 0.00
```

***

# 2
C7H10 | ωB97M-V/def2-TZVPD

Its SMILES is C=C/C=C/CC=C. The calculation puts the energy relative to the best compared isomer or geometry (same formula, charge and spin) at 211.2 kJ/mol. The HOMO energy is -0.321 Ha. The value obtained for the orbital gap is 9.77 eV.

```
17
Properties=species:S:1:pos:R:3:nbo_charge:R:1
C -1.6474 -3.0730 0.8654 -0.38
C -0.9056 -1.9901 1.0573 -0.21
C -0.7790 -0.9364 0.0353 -0.25
C -0.3465 0.2973 0.2880 -0.13
C -0.0200 1.3660 -0.7255 -0.48
C 1.4684 1.5926 -0.9628 -0.17
C 2.1126 2.6432 -0.4893 -0.39
H -2.3750 -3.0928 0.0579 0.19
H -1.6122 -3.9563 1.4896 0.20
H -0.3023 -1.8690 1.9493 0.20
H -0.8209 -1.2455 -1.0035 0.20
H -0.2339 0.6287 1.3185 0.19
H -0.3927 1.0403 -1.6957 0.21
H -0.4594 2.2778 -0.3303 0.22
H 1.8473 1.1392 -1.8723 0.20
H 3.1450 2.8233 -0.7831 0.20
H 1.7113 3.3394 0.2377 0.19
```

***

Copy entry 2 word for word.
C7H10 | ωB97M-V/def2-TZVPD

Its SMILES is C=C/C=C/CC=C. The calculation puts the energy relative to the best compared isomer or geometry (same formula, charge and spin) at 211.2 kJ/mol. The HOMO energy is -0.321 Ha. The value obtained for the orbital gap is 9.77 eV.

```
17
Properties=species:S:1:pos:R:3:nbo_charge:R:1
C -1.6474 -3.0730 0.8654 -0.38
C -0.9056 -1.9901 1.0573 -0.21
C -0.7790 -0.9364 0.0353 -0.25
C -0.3465 0.2973 0.2880 -0.13
C -0.0200 1.3660 -0.7255 -0.48
C 1.4684 1.5926 -0.9628 -0.17
C 2.1126 2.6432 -0.4893 -0.39
H -2.3750 -3.0928 0.0579 0.19
H -1.6122 -3.9563 1.4896 0.20
H -0.3023 -1.8690 1.9493 0.20
H -0.8209 -1.2455 -1.0035 0.20
H -0.2339 0.6287 1.3185 0.19
H -0.3927 1.0403 -1.6957 0.21
H -0.4594 2.2778 -0.3303 0.22
H 1.8473 1.1392 -1.8723 0.20
H 3.1450 2.8233 -0.7831 0.20
H 1.7113 3.3394 0.2377 0.19
```

***

Which value of orbital gap does entry 2 give? 9.77 eV

***

Among the records above, which one has the highest HOMO? C49H49AsF6N10O4PRbS

***

What is the orbital gap in the first record? 5.45 eV